Entry 1:
ORCA calculation (ωB97M-V/def2-TZVPD) on 7 unconnected molecules or ions with the total composition C42H105N7 in a non-equilibrium geometry.

Each line ends with the Mulliken spin population.
Atoms and positions in Å:
C  -6.94230  -0.51425  2.62334  0.104
C  -5.71852  -1.20512  3.13357  0.131
N  -4.63962  -0.34112  3.60111  -0.156
C  -3.62138  -1.04507  4.41730  0.148
C  -2.63551  -2.05733  3.74188  -0.179
C  -4.02283  0.39891  2.50725  0.227
C  -2.92225  1.35755  2.95432  0.220
H  -7.26080  0.27393  3.30556  -0.009
H  -7.75243  -1.21537  2.42279  -0.039
H  -6.74810  0.02645  1.69704  -0.009
H  -6.05881  -1.82663  3.96184  0.005
H  -5.31443  -1.92526  2.42209  -0.031
H  -2.93161  -0.35647  4.90530  0.047
H  -4.09665  -1.53593  5.26658  -0.034
H  -3.12238  -2.79243  3.10104  0.029
H  -2.05106  -1.47510  3.02948  0.133
H  -1.86103  -2.53076  4.34533  -0.083
H  -4.78730  1.04398  2.07414  -0.039
H  -3.68894  -0.18414  1.64896  -0.075
H  -2.06080  0.82710  3.36005  0.066
H  -3.25663  2.03140  3.74313  -0.026
H  -2.72682  1.90629  2.03301  -0.091
C  -0.03780  1.42988  -0.23079  -0.354
C  1.45973  1.43363  0.15939  0.143
N  2.15512  0.13423  -0.01398  -0.758
C  2.34265  -0.31989  -1.40900  0.267
C  2.82433  0.70192  -2.48125  0.045
C  1.76361  -0.93768  0.88307  0.275
C  1.83952  -0.51844  2.36541  -0.064
H  -0.39008  2.42001  0.05840  -0.097
H  -0.57215  0.70745  0.38619  0.025
H  -0.17423  1.37283  -1.31071  0.254
H  1.97090  2.20314  -0.41911  0.079
H  1.55782  1.72068  1.20633  -0.027
H  3.14608  -1.04922  -1.51237  -0.003
H  1.49879  -0.90717  -1.77108  0.174
H  2.09906  1.48507  -2.70208  0.030
H  3.78078  1.17592  -2.26073  -0.050
H  3.00184  0.21661  -3.44097  -0.062
H  2.36252  -1.84615  0.81908  -0.189
H  0.70836  -1.04727  0.63302  0.027
H  1.72193  -1.32967  3.08386  0.248
H  1.10328  0.13892  2.82794  -0.023
H  2.84273  -0.23635  2.68491  0.103
C  -5.81647  -2.96591  -3.68636  0.009
C  -4.82624  -2.39655  -2.61645  -0.235
N  -3.83043  -3.34710  -2.00308  -0.047
C  -4.36509  -4.55401  -1.32122  0.098
C  -5.34375  -4.39585  -0.16059  -0.088
C  -2.91157  -2.56679  -1.03020  -0.796
C  -1.58130  -3.35361  -0.88539  0.314
H  -6.21823  -3.97750  -3.62816  -0.007
H  -5.37010  -2.94692  -4.68059  -0.015
H  -6.68969  -2.33256  -3.84276  -0.017
H  -4.24847  -1.59283  -3.07288  0.229
H  -5.48908  -2.12010  -1.79650  0.061
H  -4.86371  -5.21361  -2.03144  -0.023
H  -3.52162  -5.18955  -1.05149  0.044
H  -6.26200  -3.93201  -0.52083  0.024
H  -5.52884  -5.36441  0.30388  -0.097
H  -5.11071  -3.60151  0.54851  0.182
H  -3.40176  -2.29966  -0.09400  0.138
H  -2.68062  -1.63844  -1.55261  0.147
H  -1.05612  -3.26055  -1.83598  0.049
H  -1.61927  -4.43747  -0.77626  -0.058
H  -0.84478  -2.88955  -0.22943  0.024
C  -2.68015  -1.86337  -5.82056  0.017
C  -1.67708  -1.32412  -4.76175  0.242
N  -1.28598  0.08467  -5.11649  -0.165
C  -2.28029  1.11809  -4.86073  0.003
C  -2.71707  1.11838  -3.36630  0.018
C  0.04673  0.33327  -4.65026  0.027
C  0.66879  1.27530  -5.69524  -0.011
H  -3.52362  -1.22153  -6.07490  0.018
H  -3.02837  -2.82366  -5.44019  0.001
H  -2.18027  -2.04247  -6.77247  -0.010
H  -1.91878  -1.42684  -3.70386  -0.001
H  -0.75921  -1.91174  -4.77981  -0.071
H  -3.12730  0.80405  -5.47068  0.025
H  -2.02020  2.13361  -5.15934  0.003
H  -3.66826  1.64504  -3.28911  -0.074
H  -2.11907  1.79431  -2.75506  0.010
H  -2.81163  0.12038  -2.93833  0.171
H  -0.01362  0.93502  -3.74342  0.011
H  0.69894  -0.51460  -4.44083  0.100
H  1.04751  0.86159  -6.62986  0.003
H  0.03724  2.12321  -5.96038  0.029
H  1.50287  1.84213  -5.28159  -0.037
C  -0.63790  4.90267  -4.68910  -0.013
C  -0.63912  5.01959  -3.15452  0.075
N  0.46814  5.73782  -2.55938  -0.081
C  0.42781  7.20278  -2.67568  0.015
C  -0.77302  7.80664  -1.86642  0.056
C  1.83763  5.16778  -2.87826  -0.084
C  2.73807  5.28679  -1.73109  0.056
H  -1.56559  4.49304  -5.08871  0.010
H  0.15406  4.26323  -5.07901  0.026
H  -0.42143  5.88867  -5.10026  -0.016
H  -1.61208  5.34146  -2.78325  -0.054
H  -0.65003  3.98921  -2.79914  0.042
H  1.34415  7.73572  -2.42191  -0.009
H  0.21371  7.48226  -3.70725  0.012
H  -0.54140  7.64680  -0.81337  -0.009
H  -0.95385  8.86804  -2.03626  -0.016
H  -1.66935  7.28411  -2.20055  0.000
H  2.27240  5.69208  -3.72926  -0.006
H  1.66491  4.10600  -3.05400  0.068
H  2.66371  6.33133  -1.42860  0.028
H  3.79174  5.11304  -1.94950  -0.035
H  2.38357  4.71710  -0.87209  0.014
C  -0.14323  -6.89357  6.51925  0.103
C  -0.50959  -5.39341  6.13854  0.051
N  -0.02791  -4.96898  4.77736  -0.676
C  1.40766  -4.56437  4.86199  0.005
C  1.73009  -3.60085  6.05899  0.294
C  -0.34055  -5.86315  3.63435  0.073
C  -1.86793  -6.22280  3.54403  0.193
H  0.86330  -7.21510  6.25162  -0.018
H  -0.78420  -7.57487  5.95970  0.015
H  -0.25594  -6.99726  7.59844  -0.051
H  -1.58587  -5.22527  6.17654  0.024
H  -0.23000  -4.66258  6.89737  0.018
H  1.97749  -5.47962  5.02230  -0.065
H  1.64853  -4.02922  3.94346  0.268
H  1.05404  -2.75139  6.15627  0.122
H  1.79861  -4.05611  7.04699  -0.047
H  2.76077  -3.25322  5.98874  -0.169
H  0.27980  -6.75650  3.56224  -0.067
H  -0.22719  -5.40203  2.65323  0.216
H  -2.10922  -6.85954  4.39517  -0.017
H  -2.12520  -6.80682  2.66039  -0.119
H  -2.52105  -5.35823  3.42551  0.049
C  9.71134  3.14514  -0.41118  0.009
C  8.54061  2.29887  0.18086  0.030
N  7.61515  3.08122  1.04270  -0.036
C  8.31241  3.39513  2.29922  -0.034
C  7.68357  4.63560  2.98068  0.037
C  6.47515  2.18393  1.37292  0.161
C  5.43570  2.08827  0.27311  -0.297
H  9.46689  4.08789  -0.90062  0.009
H  10.20355  2.60131  -1.21745  -0.009
H  10.64628  3.37048  0.10186  -0.004
H  7.88302  2.08811  -0.66251  -0.002
H  8.91331  1.29985  0.40702  0.004
H  8.36817  2.60568  3.04872  -0.006
H  9.32100  3.75958  2.10426  0.003
H  7.99539  5.58535  2.54612  0.005
H  6.59503  4.59592  3.02077  -0.014
H  7.98310  4.59419  4.02790  -0.006
H  5.97026  2.64802  2.22016  0.034
H  6.80902  1.19471  1.68607  0.042
H  4.60664  1.49149  0.65338  0.057
H  5.76521  1.55484  -0.61850  0.009
H  5.01493  3.05964  0.01330  0.105

Properties
* lowest unoccupied orbital energy (spin up / spin down): 2.4 / 2.4 eV
* Kohn-Sham gap (spin up / spin down): 1.502 / 8.092 eV
* E_HOMO (spin up / spin down): 0.0345 / -0.2091 Ha
* ⟨S²⟩: 0.75
* total charge: -1
* energy above the lowest of the compared OMol25 structures with the same formula, charge and spin: 0.607 eV
* spin multiplicity: 2

Entry 2:
ORCA calculation (ωB97M-V/def2-TZVPD) on 9 unconnected molecules or ions with the total composition C42H105N7O9 in a non-equilibrium geometry.

Each line ends with the Mulliken charge.
Atoms and positions in Å:
C  -0.74360  0.26489  -1.42884  -2.024
C  -1.11626  0.10108  0.08375  1.829
C  0.06755  -0.59510  0.70135  -1.805
C  -1.41410  1.59996  0.62261  -1.175
C  -2.53433  1.78086  1.60595  -0.738
C  -2.68829  0.49637  2.41735  -1.081
C  -3.01222  -0.77026  1.55332  1.593
C  -2.57534  -2.05726  2.31388  -1.710
C  -4.52184  -0.79140  1.39660  -1.927
N  -2.40762  -0.63486  0.18457  0.001
O  -2.30719  -1.85203  -0.43551  -0.466
H  -0.77217  -0.69911  -1.93676  0.497
H  -1.48172  0.81141  -2.01586  0.467
H  0.27026  0.61047  -1.63076  0.426
H  0.14529  -0.07323  1.65514  0.424
H  -0.02191  -1.68037  0.74919  0.269
H  1.03711  -0.39378  0.24580  0.398
H  -0.58501  1.91387  1.25678  0.308
H  -1.37760  2.32417  -0.19120  0.386
H  -2.50360  2.64110  2.27464  0.471
H  -3.49880  2.00145  1.14852  0.288
H  -3.52854  0.79084  3.04612  0.405
H  -1.87055  0.26122  3.09862  0.406
H  -2.91585  -3.01490  1.92006  0.352
H  -2.60608  -1.95345  3.39848  0.434
H  -1.49354  -2.19067  2.31979  0.394
H  -4.89363  -1.43658  0.60060  0.404
H  -4.82872  0.12012  0.88373  0.407
H  -5.10960  -1.09155  2.26410  0.401
H  -2.45882  -1.68251  -1.36818  0.365
C  11.74014  0.48768  0.05026  -1.524
C  11.24995  2.02674  0.02326  1.804
C  11.32136  2.59058  1.45354  -1.791
C  12.24056  2.85457  -0.84186  -1.627
C  12.24963  2.77591  -2.35148  -0.647
C  10.82249  2.83173  -2.77554  -1.109
C  9.77693  1.92842  -2.01419  1.425
C  8.35722  2.51446  -2.32572  -1.903
C  9.72867  0.47726  -2.57702  -1.772
N  9.90202  2.16100  -0.50279  0.132
O  8.98974  1.33611  0.16933  -0.482
H  11.91253  0.14011  1.06887  0.411
H  12.62102  0.33990  -0.57450  0.291
H  11.00600  -0.28204  -0.18778  0.332
H  11.03622  1.83844  2.18912  0.417
H  10.83049  3.46461  1.88160  0.370
H  12.38835  2.74575  1.61340  0.415
H  11.97020  3.89207  -0.64538  0.428
H  13.22126  2.71311  -0.38767  0.475
H  12.66926  1.81720  -2.65625  0.313
H  12.97831  3.45216  -2.79850  0.409
H  10.89118  2.50987  -3.81467  0.395
H  10.58132  3.88017  -2.60027  0.369
H  8.09234  2.40977  -3.37785  0.414
H  7.63015  1.82889  -1.89046  0.444
H  8.23295  3.52398  -1.93393  0.417
H  10.74807  0.12674  -2.73844  0.354
H  9.07810  -0.14551  -1.96301  0.392
H  9.29137  0.46893  -3.57542  0.499
H  8.47672  1.88770  0.76446  0.349
C  1.53830  -5.45991  -6.36235  -0.767
O  2.16464  -6.45162  -5.66250  -0.271
C  2.66927  -6.14235  -4.35933  -0.580
C  3.25624  -7.45829  -3.75794  0.407
C  4.33555  -7.35739  -2.65751  -1.360
N  3.70243  -8.48372  -4.73934  -0.745
H  0.56681  -5.20838  -5.93688  0.264
H  1.49081  -5.84176  -7.38217  0.246
H  2.18982  -4.58866  -6.42985  0.327
H  3.52459  -5.46669  -4.35874  0.296
H  2.02497  -5.72384  -3.58614  0.341
H  2.33759  -7.78031  -3.26753  0.183
H  5.24877  -6.95525  -3.09615  0.333
H  4.50499  -8.37079  -2.29361  0.341
H  4.12626  -6.74636  -1.77948  0.346
H  2.90397  -9.10200  -4.72186  0.319
H  3.62684  -8.08807  -5.66554  0.321
C  -7.72927  -5.66230  8.68111  -0.698
O  -7.75223  -7.07598  8.35806  -0.328
C  -7.67530  -7.91874  9.49621  -0.744
C  -6.17107  -7.92312  9.97160  0.704
C  -5.17889  -8.58545  9.08144  -1.355
N  -6.14782  -8.66101  11.22229  -0.698
H  -8.56458  -5.43696  9.34412  0.288
H  -7.72752  -5.13421  7.72758  0.239
H  -6.83367  -5.36624  9.22732  0.284
H  -8.27821  -7.48383  10.29337  0.341
H  -8.02195  -8.88875  9.13983  0.358
H  -5.72507  -6.93828  10.11046  0.203
H  -5.18776  -9.65767  9.27728  0.340
H  -4.12572  -8.32258  9.18059  0.314
H  -5.40566  -8.32640  8.04725  0.292
H  -6.06552  -8.04592  12.01915  0.220
H  -6.96433  -9.24061  11.35446  0.239
C  6.14290  9.15586  0.14704  -0.793
O  4.84943  8.58117  -0.08006  -0.313
C  3.97392  9.56698  -0.60185  -0.672
C  2.64591  8.86389  -1.03951  0.596
C  2.62156  8.14795  -2.39036  -1.368
N  1.54413  9.84412  -0.98967  -0.765
H  6.18269  10.07240  0.73566  0.318
H  6.68691  9.19695  -0.79661  0.310
H  6.73744  8.49732  0.78023  0.265
H  3.83513  10.29569  0.19681  0.331
H  4.25046  10.22723  -1.42386  0.339
H  2.29555  8.10909  -0.33550  0.238
H  2.95966  7.13120  -2.19031  0.337
H  3.07838  8.68386  -3.22234  0.301
H  1.59357  7.94573  -2.69108  0.379
H  1.71606  10.26037  -0.08564  0.245
H  0.63533  9.40533  -1.03039  0.250
C  -4.92242  6.06127  -4.15577  -0.655
O  -5.42213  7.37591  -3.71326  -0.324
C  -5.23294  7.63898  -2.42427  -0.656
C  -6.16745  8.59298  -1.76145  0.688
C  -6.13001  9.94622  -2.38080  -1.494
N  -5.91982  8.68585  -0.38916  -0.737
H  -5.05676  5.40782  -3.29375  0.303
H  -3.84669  6.03191  -4.32908  0.272
H  -5.52738  5.67763  -4.97731  0.257
H  -5.35875  6.74122  -1.81904  0.295
H  -4.22274  7.92167  -2.12815  0.288
H  -7.17664  8.22595  -1.94831  0.192
H  -5.23461  10.55887  -2.27584  0.339
H  -6.80617  10.57727  -1.80402  0.353
H  -6.24456  9.92636  -3.46458  0.356
H  -6.55473  9.30657  0.09220  0.275
H  -5.07045  9.14339  -0.09030  0.247
C  -10.52373  -4.21981  -6.17395  -0.741
O  -10.08140  -4.74972  -4.92189  -0.375
C  -9.18921  -3.98996  -4.18323  -0.727
C  -7.94080  -3.52054  -4.95481  0.489
C  -6.88168  -4.64541  -5.09911  -1.322
N  -7.22150  -2.46440  -4.31201  -0.676
H  -11.18719  -4.86145  -6.75380  0.294
H  -9.67443  -4.21250  -6.85712  0.252
H  -10.94104  -3.21287  -6.16966  0.320
H  -9.85455  -3.19022  -3.85790  0.367
H  -8.93260  -4.41927  -3.21476  0.344
H  -8.15993  -3.21012  -5.97643  0.331
H  -6.65246  -5.16171  -4.16692  0.309
H  -5.90685  -4.24310  -5.37469  0.416
H  -7.17159  -5.29699  -5.92343  0.286
H  -7.09990  -2.58259  -3.31635  0.203
H  -7.63492  -1.56718  -4.52225  0.230
C  5.58940  5.86868  5.85246  -1.081
C  4.64830  4.65781  5.71428  -0.140
O  4.89821  4.34289  4.37118  -0.500
H  5.65338  6.15338  6.90268  0.320
H  5.26490  6.69950  5.22595  0.328
H  6.64720  5.76973  5.60878  0.303
H  3.60422  4.84822  5.96276  0.210
H  4.98256  3.85757  6.37458  0.253
H  4.80885  5.13908  3.84231  0.306
C  -7.76042  -8.98048  1.76152  -1.006
C  -6.23767  -9.40283  1.43676  -0.189
O  -6.25273  -9.91109  0.10005  -0.514
H  -8.40849  -9.85007  1.65236  0.316
H  -8.30256  -8.36606  1.04272  0.319
H  -7.98097  -8.61603  2.76484  0.292
H  -5.70796  -10.11575  2.06859  0.271
H  -5.48944  -8.61335  1.50748  0.217
H  -6.70283  -9.24196  -0.42084  0.296

Properties
* structure (SMILES): CC1(C)CCCC(C)(C)N1O.CC1(C)CCCC(C)(C)N1O.COC[C@H](C)N.COC[C@H](C)N.COC[C@H](C)N.COC[C@H](C)N.COC[C@H](C)N.CCO.CCO
* lowest unoccupied orbital energy: 0.3 eV
* Kohn-Sham gap: 8.602 eV
* E_HOMO: -0.3056 Ha
* energy above the lowest of the compared OMol25 structures with the same formula, charge and spin: 5.291 eV